No. 1
Computed, not measured: 4 unconnected molecules or ions with the total composition C33H65N4O9S in a non-equilibrium geometry, with ωB97M-V/def2-TZVPD.

Properties
**Spin multiplicity**: 1
**Total charge**: +1
**E_LUMO**: -0.16611 Eh
**M**: 694.0 g mol⁻¹
**Gap between HOMO and LUMO**: 5.40 eV
**HOMO energy**: -9.92 eV
**Calculated total energy**: -2590.0446 a.u.

Last column: Löwdin charge in e.
CARTESIAN COORDINATES (ANGSTROEM)
C1 2.996 -4.882 -0.767  0.04
C2 3.637 -3.918 -1.591  -0.29
S1 4.852 -2.631 -0.956  1.18
C3 4.865 -1.217 -2.212  -0.29
C4 4.935 -1.705 -3.721  -0.21
C5 3.778 -1.302 -4.723  -0.17
C6 2.616 -0.359 -4.191  -0.20
N1 1.798 -0.935 -3.080  0.02
C7 0.710 -1.789 -3.543  -0.41
C8 -0.652 -1.733 -2.664  -0.01
O1 0.831 -2.562 -4.544  0.01
O2 4.363 -2.066 0.560  -0.27
C9 3.066 -1.439 0.510  -0.39
O3 2.040 -2.167 0.531  0.06
C10 2.817 0.136 0.488  -0.10
C11 4.013 1.115 0.337  -0.01
C12 3.692 2.648 0.297  -0.04
C13 2.242 3.192 0.390  -0.02
C14 1.084 2.159 0.575  -0.03
C15 1.331 0.634 0.635  0.01
H1 3.541 -5.503 0.014  0.10
H2 1.859 -5.031 -0.895  0.11
H3 3.438 -3.947 -2.718  0.09
H4 5.849 -0.653 -1.980  0.12
H5 4.025 -0.515 -1.911  0.07
H6 5.936 -1.337 -4.167  0.13
H7 5.030 -2.860 -3.732  0.08
H8 4.261 -0.778 -5.635  0.13
H9 3.299 -2.257 -5.158  0.12
H10 1.929 -0.061 -5.073  0.14
H11 3.093 0.639 -3.849  0.14
H12 1.474 -0.152 -2.497  0.11
H13 -1.522 -1.968 -3.358  0.09
H14 -0.596 -2.414 -1.749  0.09
H15 -0.749 -0.652 -2.261  0.08
H16 5.083 0.727 0.262  0.10
H17 4.575 3.374 0.180  0.10
H18 2.005 4.308 0.327  0.11
H19 0.001 2.539 0.667  0.09
H20 0.456 -0.091 0.765  0.11
C16 -2.573 8.706 2.484  -0.12
O4 -3.559 7.893 3.098  -0.20
C17 -4.700 7.658 2.268  -0.20
C18 -4.747 6.202 1.804  -0.21
N2 -3.681 5.917 0.841  -0.05
C19 -3.495 4.489 0.573  -0.20
C20 -3.073 3.593 1.749  -0.22
O5 -1.756 3.846 2.231  -0.21
C21 -1.663 4.916 3.162  -0.09
H21 -1.843 8.986 3.246  0.09
H22 -2.047 8.158 1.697  0.07
H23 -3.011 9.621 2.072  0.09
H24 -4.745 8.352 1.422  0.12
H25 -5.581 7.846 2.891  0.12
H26 -5.714 6.002 1.339  0.12
H27 -4.655 5.572 2.693  0.09
H28 -2.807 6.289 1.191  0.06
H29 -2.721 4.416 -0.198  0.11
H30 -4.416 4.090 0.132  0.12
H31 -3.055 2.563 1.376  0.12
H32 -3.798 3.599 2.570  0.11
H33 -2.557 5.007 3.784  0.09
H34 -1.463 5.852 2.638  0.07
H35 -0.808 4.724 3.814  0.09
C22 -9.229 0.962 4.606  -0.12
O6 -9.496 1.898 5.636  -0.20
C23 -8.766 1.645 6.838  -0.21
C24 -7.694 2.712 7.061  -0.21
N3 -6.609 2.587 6.086  -0.05
C25 -5.698 3.734 6.064  -0.20
C26 -6.283 5.101 5.672  -0.21
O7 -6.696 5.188 4.311  -0.20
C27 -7.999 4.685 4.056  -0.09
H36 -9.960 1.117 3.809  0.09
H37 -8.232 1.115 4.183  0.07
H38 -9.327 -0.067 4.967  0.09
H39 -8.340 0.636 6.857  0.12
H40 -9.489 1.709 7.658  0.12
H41 -7.284 2.607 8.069  0.12
H42 -8.183 3.688 6.987  0.10
H43 -7.005 2.479 5.160  0.06
H44 -4.908 3.490 5.346  0.11
H45 -5.214 3.820 7.044  0.12
H46 -5.479 5.836 5.781  0.12
H47 -7.081 5.431 6.345  0.11
H48 -8.679 4.837 4.898  0.09
H49 -7.948 3.628 3.790  0.07
H50 -8.403 5.215 3.190  0.09
C28 7.116 -4.927 -4.239  -0.11
O8 6.139 -5.748 -3.625  -0.21
C29 4.998 -5.983 -4.449  -0.21
C30 4.956 -7.436 -4.923  -0.20
N4 6.017 -7.708 -5.893  -0.05
C31 6.212 -9.133 -6.175  -0.19
C32 6.647 -10.037 -5.011  -0.22
O9 7.964 -9.780 -4.535  -0.17
C33 8.057 -8.722 -3.596  -0.10
H51 7.850 -4.645 -3.481  0.09
H52 7.640 -5.466 -5.032  0.08
H53 6.668 -4.013 -4.642  0.07
H54 4.944 -5.283 -5.291  0.13
H55 4.118 -5.803 -3.820  0.10
H56 3.988 -7.638 -5.385  0.13
H57 5.056 -8.073 -4.038  0.10
H58 6.891 -7.333 -5.544  0.06
H59 6.981 -9.194 -6.951  0.12
H60 5.291 -9.535 -6.615  0.12
H61 6.670 -11.063 -5.393  0.12
H62 5.927 -10.044 -4.185  0.11
H63 7.168 -8.642 -2.965  0.09
H64 8.249 -7.778 -4.112  0.07
H65 8.918 -8.916 -2.951  0.09

---

No. 2
Computed, not measured: a single C4H4ClFO molecule in a non-equilibrium geometry, with ωB97M-V/def2-TZVPD.

Properties
**Spin multiplicity**: 1
**Total charge**: 0
**E_LUMO**: 0.02843 Eh
**M**: 122.5 g mol⁻¹
**SMILES**: C=CO/C=C(\F)Cl
**Gap between HOMO and LUMO**: 9.48 eV
**HOMO energy**: -8.71 eV
**ΔE to the lowest compared entry with this formula, charge and spin**: 214.8 kJ/mol
**Calculated total energy**: -789.9999 a.u.

Last column: Löwdin charge in e.
CARTESIAN COORDINATES (ANGSTROEM)
C1 -2.254 0.363 -0.236  0.03
C2 -1.053 0.189 0.464  -0.19
O1 -0.373 -0.862 -0.060  -0.08
C3 0.990 -0.866 0.102  -0.13
C4 1.884 0.141 -0.102  -0.77
F1 1.754 1.391 -0.071  0.07
Cl1 3.589 -0.108 -0.032  0.71
H1 -3.095 1.082 -0.112  0.05
H2 -2.391 -0.283 -1.207  0.10
H3 -0.461 0.767 1.186  0.12
H4 1.411 -1.814 0.067  0.10

---

No. 3
Computed, not measured: 2 unconnected molecules or ions with the total composition C4H7NO in a non-equilibrium geometry, with ωB97M-V/def2-TZVPD.

Properties
**Spin multiplicity**: 1
**Total charge**: 0
**E_LUMO**: 0.01778 Eh
**M**: 85.1 g mol⁻¹
**SMILES**: C=CC#N.CO
**Gap between HOMO and LUMO**: 10.64 eV
**HOMO energy**: -10.16 eV
**ΔE to the lowest compared entry with this formula, charge and spin**: 217.6 kJ/mol
**Calculated total energy**: -286.5488 a.u.

Last column: Löwdin charge in e.
CARTESIAN COORDINATES (ANGSTROEM)
C1 -0.861 0.457 -1.152  0.02
C2 -1.749 -0.262 -0.463  -0.18
C3 -2.104 0.089 0.886  -0.25
N1 -2.376 0.368 1.977  0.14
H1 -0.383 1.332 -0.721  0.08
H2 -0.568 0.181 -2.159  0.08
H3 -2.218 -1.147 -0.884  0.10
C4 1.897 0.081 0.594  -0.16
O1 1.489 -0.693 -0.517  -0.15
H4 2.437 0.947 0.201  0.08
H5 1.046 0.446 1.190  0.07
H6 2.568 -0.487 1.251  0.08
H7 0.821 -1.313 -0.203  0.07

---

No. 4
Computed, not measured: 2 unconnected molecules or ions with the total composition C2H2BrIO in a non-equilibrium geometry, with ωB97M-V/def2-TZVPD.

Properties
**Spin multiplicity**: 1
**Total charge**: 0
**E_LUMO**: -0.06546 Eh
**M**: 248.8 g mol⁻¹
**SMILES**: C=C=O.BrI
**Gap between HOMO and LUMO**: 7.75 eV
**HOMO energy**: -9.53 eV
**ΔE to the lowest compared entry with this formula, charge and spin**: 81.3 kJ/mol
**Calculated total energy**: -3024.3095 a.u.

Last column: Löwdin charge in e.
CARTESIAN COORDINATES (ANGSTROEM)
C1 1.312 0.798 0.464  0.02
C2 0.388 1.661 0.588  -0.28
O1 -0.518 2.408 0.724  0.15
H1 1.825 0.519 -0.402  0.06
H2 1.518 0.588 1.460  0.03
Br1 2.461 -2.174 3.220  -0.19
I1 3.109 -3.759 1.441  0.21

---

No. 5
Computed, not measured: a molecular structure, C35H55N4O24PS2 in a non-equilibrium geometry, with ωB97M-V/def2-TZVPD.

Properties
**Spin multiplicity**: 1
**Total charge**: 0
**E_LUMO**: 0.01200 Eh
**M**: 1010.9 g mol⁻¹
**Gap between HOMO and LUMO**: 8.85 eV
**HOMO energy**: -8.52 eV
**Calculated total energy**: -4529.1960 a.u.

Last column: Löwdin charge in e.
CARTESIAN COORDINATES (ANGSTROEM)
N1 0.199 0.806 -0.335  -0.23
P1 -1.258 1.355 -0.156  0.74
N2 -2.514 0.341 -0.806  -0.55
S1 -2.784 -1.042 0.170  0.79
C1 -2.350 0.001 -2.188  -0.67
O1 -3.262 0.147 -2.953  0.14
O2 -1.166 -0.502 -2.570  -0.03
C2 -0.585 0.176 -3.714  -0.15
C3 0.895 0.294 -3.411  -0.17
C4 1.600 -1.081 -3.412  -0.24
C5 1.980 -1.585 -2.026  -0.44
S2 3.553 -0.950 -1.365  1.01
C6 3.713 0.724 -1.776  -0.71
N3 4.656 1.272 -2.469  0.05
N4 4.416 2.604 -2.449  0.05
C7 3.341 2.809 -1.781  -0.17
O3 2.866 1.642 -1.333  0.01
H1 0.647 0.654 0.561  -0.01
H2 -1.456 2.604 -0.759  0.03
H3 -1.549 1.466 1.197  0.00
H4 -1.623 -1.326 0.812  -0.11
H5 -0.989 1.185 -3.743  0.13
H6 -0.797 -0.336 -4.650  0.13
H7 1.355 0.981 -4.120  0.12
H8 0.938 0.687 -2.399  0.05
H9 0.906 -1.806 -3.823  0.09
H10 2.450 -1.060 -4.084  0.10
H11 1.177 -1.387 -1.321  0.05
H12 2.131 -2.658 -2.104  0.06
H13 2.849 3.736 -1.545  0.11
C8 6.249 3.533 2.379  0.00
C9 5.333 4.689 2.038  -0.30
C10 4.107 4.797 2.916  -0.12
O4 3.142 5.392 2.032  0.05
C11 3.503 5.065 0.766  -0.54
O5 2.818 5.217 -0.196  0.14
O6 4.735 4.524 0.739  0.10
H14 5.886 2.605 1.938  0.09
H15 7.249 3.708 1.983  0.09
H16 6.336 3.406 3.458  0.09
H17 5.890 5.628 2.031  0.16
H18 4.266 5.429 3.787  0.14
H19 3.733 3.822 3.240  0.11
C12 6.230 -3.891 2.619  -0.02
C13 5.474 -2.584 2.532  -0.32
C14 5.814 -1.742 1.326  -0.11
O7 5.587 -0.410 1.806  0.06
C15 5.752 -0.423 3.147  -0.56
O8 5.824 0.551 3.827  0.15
O9 5.828 -1.694 3.612  0.09
H20 7.221 -3.736 3.044  0.09
H21 5.709 -4.595 3.268  0.08
H22 6.327 -4.353 1.636  0.09
H23 4.398 -2.765 2.589  0.16
H24 5.175 -1.954 0.473  0.07
H25 6.860 -1.831 1.021  0.14
C16 2.589 -4.406 -8.821  -0.02
C17 1.889 -4.123 -7.510  -0.32
C18 1.846 -2.662 -7.123  -0.08
O10 1.832 -2.721 -5.690  0.02
C19 2.428 -3.885 -5.326  -0.55
O11 2.750 -4.156 -4.215  0.17
O12 2.602 -4.694 -6.398  0.09
H26 3.669 -4.442 -8.681  0.09
H27 2.284 -5.373 -9.218  0.08
H28 2.347 -3.648 -9.566  0.09
H29 0.884 -4.553 -7.516  0.16
H30 0.955 -2.157 -7.490  0.14
H31 2.731 -2.107 -7.443  0.14
C20 -6.371 3.893 3.678  -0.01
C21 -5.741 2.776 2.874  -0.31
C22 -4.391 2.320 3.380  -0.08
O13 -3.751 1.875 2.180  0.03
C23 -4.300 2.544 1.146  -0.57
O14 -3.875 2.542 0.033  0.10
O15 -5.413 3.209 1.536  0.08
H32 -5.965 4.860 3.380  0.09
H33 -7.446 3.929 3.508  0.08
H34 -6.207 3.746 4.745  0.09
H35 -6.431 1.933 2.791  0.15
H36 -4.464 1.505 4.096  0.15
H37 -3.799 3.129 3.815  0.13
C24 -1.711 -5.976 -1.713  -0.02
C25 -2.143 -5.930 -0.263  -0.32
C26 -2.165 -4.544 0.338  -0.13
O16 -1.888 -4.803 1.720  0.06
C27 -1.183 -5.961 1.787  -0.56
O17 -0.631 -6.359 2.759  0.17
O18 -1.196 -6.598 0.589  0.08
H38 -0.624 -5.955 -1.793  0.09
H39 -2.050 -6.897 -2.186  0.08
H40 -2.130 -5.139 -2.273  0.09
H41 -3.110 -6.424 -0.140  0.16
H42 -3.131 -4.057 0.226  0.12
H43 -1.387 -3.889 -0.061  0.12
C28 2.281 4.045 5.067  -0.02
C29 1.334 3.724 3.932  -0.30
C30 -0.092 4.172 4.159  -0.08
O19 -0.841 3.201 3.412  0.06
C31 -0.093 2.072 3.348  -0.56
O20 -0.497 1.023 2.958  0.12
O21 1.166 2.301 3.773  0.11
H44 2.205 3.299 5.857  0.10
H45 3.315 4.037 4.720  0.04
H46 2.076 5.032 5.481  0.10
H47 1.720 4.120 2.989  0.14
H48 -0.284 5.173 3.782  0.14
H49 -0.395 4.117 5.208  0.14
C32 -6.988 0.360 -0.581  0.00
C33 -7.974 -0.474 0.203  -0.32
C34 -9.424 -0.107 -0.011  -0.09
O22 -10.020 -0.453 1.246  0.06
C35 -9.053 -0.380 2.193  -0.57
O23 -9.248 -0.413 3.364  0.16
O24 -7.829 -0.256 1.620  0.07
H50 -6.789 1.304 -0.072  0.08
H51 -6.036 -0.160 -0.674  0.08
H52 -7.350 0.568 -1.588  0.10
H53 -7.811 -1.538 0.010  0.16
H54 -9.886 -0.670 -0.819  0.14
H55 -9.572 0.961 -0.187  0.14

---

No. 6
Computed, not measured: a single C3H7ClS molecule in a non-equilibrium geometry, with ωB97M-V/def2-TZVPD.

Properties
**Spin multiplicity**: 1
**Total charge**: 0
**E_LUMO**: 0.03295 Eh
**M**: 110.6 g mol⁻¹
**SMILES**: CS[C@@H](C)Cl
**Gap between HOMO and LUMO**: 9.81 eV
**HOMO energy**: -8.91 eV
**ΔE to the lowest compared entry with this formula, charge and spin**: 45.6 kJ/mol
**Calculated total energy**: -976.8567 a.u.

Last column: Löwdin charge in e.
CARTESIAN COORDINATES (ANGSTROEM)
C1 0.613 0.703 2.027  -0.44
S1 -0.543 0.869 0.668  0.77
C2 -0.201 -0.529 -0.436  -1.06
C3 -0.839 -0.260 -1.864  -0.19
Cl1 1.542 -0.872 -0.718  0.54
H1 0.436 1.503 2.764  0.04
H2 1.624 0.926 1.624  0.03
H3 0.643 -0.303 2.406  0.03
H4 -0.546 -1.529 0.071  0.09
H5 0.039 0.401 -2.157  0.06
H6 -1.784 0.257 -1.848  0.05
H7 -0.984 -1.167 -2.538  0.09

---

No. 7
Computed, not measured: a molecular structure, C32H26CaClN8O3S2 in a non-equilibrium geometry, with ωB97M-V/def2-TZVPD.

Properties
**Spin multiplicity**: 1
**Total charge**: +1
**E_LUMO**: -0.12529 Eh
**M**: 710.3 g mol⁻¹
**Gap between HOMO and LUMO**: 5.96 eV
**HOMO energy**: -9.36 eV
**Calculated total energy**: -3832.7895 a.u.

Last column: Löwdin charge in e.
CARTESIAN COORDINATES (ANGSTROEM)
Ca1 0.133 0.283 0.251  1.28
Cl1 6.925 -1.210 -1.547  0.66
C1 5.315 -0.592 -1.349  -0.68
C2 5.113 0.798 -1.264  -0.09
C3 3.851 1.300 -1.118  0.00
C4 2.700 0.464 -1.040  -0.37
O1 1.529 0.977 -0.976  -0.26
C5 2.933 -0.959 -1.082  -0.13
C6 1.902 -1.933 -0.955  -0.07
N1 0.678 -1.686 -0.596  -0.04
C7 -0.274 -2.695 -0.420  -0.21
C8 -0.074 -4.056 -0.526  -0.01
C9 -1.096 -4.978 -0.250  -0.06
C10 -2.339 -4.563 0.135  -0.03
C11 -2.606 -3.182 0.241  -0.15
C12 -3.870 -2.678 0.620  0.00
C13 -4.070 -1.329 0.684  -0.05
C14 -2.996 -0.477 0.378  -0.14
N2 -1.806 -0.905 0.034  -0.02
C15 -1.583 -2.243 -0.044  -0.16
C16 4.253 -1.441 -1.268  -0.07
H1 5.966 1.460 -1.323  0.11
H2 3.688 2.368 -1.060  0.12
H3 2.211 -2.959 -1.169  0.12
H4 0.889 -4.449 -0.822  0.11
H5 -0.884 -6.036 -0.338  0.11
H6 -3.127 -5.272 0.356  0.12
H7 -4.665 -3.378 0.849  0.13
H8 -5.028 -0.914 0.965  0.11
H9 -3.124 0.599 0.437  0.11
H10 4.424 -2.509 -1.334  0.11
N3 -0.969 4.373 1.230  0.17
C17 -0.494 4.676 2.511  -0.20
C18 -0.602 5.975 2.998  0.00
C19 -0.114 6.276 4.255  -0.05
C20 0.472 5.289 5.042  -0.05
C21 0.561 3.997 4.562  -0.06
C22 0.088 3.687 3.292  -0.26
S1 0.283 1.987 2.727  1.12
N4 -0.632 2.067 1.364  -0.21
C23 -0.994 3.136 0.724  -0.27
C24 -1.468 2.932 -0.677  -0.18
C25 -2.093 3.907 -1.442  0.01
C26 -2.448 3.596 -2.747  -0.03
C27 -2.173 2.332 -3.238  -0.01
C28 -1.554 1.417 -2.395  -0.08
N5 -1.215 1.711 -1.152  0.03
H11 -1.295 5.142 0.669  0.15
H12 -1.068 6.743 2.391  0.12
H13 -0.188 7.289 4.626  0.12
H14 0.857 5.534 6.022  0.12
H15 1.009 3.212 5.161  0.12
H16 -2.324 4.890 -1.051  0.11
H17 -2.933 4.337 -3.368  0.12
H18 -2.434 2.059 -4.251  0.12
H19 -1.318 0.411 -2.723  0.13
O2 1.551 0.641 1.893  -0.47
O3 1.762 2.082 2.182  -0.31
C29 -4.509 -2.001 4.519  -0.09
C30 -3.369 -1.121 5.049  -0.24
C31 -2.152 -1.215 4.193  -0.60
N6 -1.836 -0.383 3.267  0.02
N7 -0.696 -0.695 2.589  -0.10
C32 -0.103 -1.765 3.047  -0.68
N8 1.082 -2.249 2.603  0.13
S2 -0.998 -2.527 4.340  1.11
H20 -5.379 -1.921 5.169  0.08
H21 -4.206 -3.048 4.482  0.07
H22 -4.793 -1.684 3.516  0.06
H23 -3.118 -1.420 6.068  0.11
H24 -3.683 -0.078 5.062  0.11
H25 1.675 -1.582 2.132  0.08
H26 1.549 -2.935 3.168  0.10

---

No. 8
Computed, not measured: a molecular structure, C4H9NO2 in a non-equilibrium geometry, with ωB97M-V/def2-TZVPD.

Properties
**Spin multiplicity**: 1
**Total charge**: 0
**E_LUMO (alpha / beta)**: -0.00006 / -0.02580 Eh
**M**: 103.1 g mol⁻¹
**Gap between HOMO and LUMO (alpha / beta)**: 8.44 / 6.53 eV
**HOMO energy (alpha / beta)**: -8.44 / -7.23 eV
**ΔE to the lowest compared entry with this formula, charge and spin**: 628.3 kJ/mol
**Calculated total energy**: -362.8462 a.u.

Last column: Löwdin charge in e.
CARTESIAN COORDINATES (ANGSTROEM)
C1 -1.720 0.904 -0.127  -0.18
N1 -1.150 -0.416 0.022  -0.12
C2 -0.711 -0.661 1.375  -0.18
C3 0.685 -0.844 0.913  -0.41
O1 1.380 -1.779 0.655  0.12
O2 1.109 0.501 0.382  -0.06
C4 1.941 0.462 -0.569  -0.03
H1 -2.651 0.967 0.460  0.08
H2 -1.974 1.076 -1.179  0.07
H3 -1.074 1.739 0.200  0.08
H4 -0.044 -0.407 -1.359  0.08
H5 -1.106 -1.587 1.810  0.13
H6 -0.825 0.171 2.088  0.13
H7 2.230 1.409 -1.015  0.10
H8 0.529 -0.245 -1.890  0.10
H9 2.423 -0.481 -0.808  0.09